No. 1
19
Properties=species:S:1:pos:R:3:forces:R:3 method="wB97M-V/def2-TZVPD" orbital_gap_ev="5.93 / 6.99" charge=+1 lumo_ha="-0.2543 / -0.2152" e_above_lowest_kj_mol=42.8 multiplicity=5
Cr -2.81844 -0.38241 0.35111 2.8 -0.5 -0.9
Cl -1.31432 -1.12920 -1.48539 -1.7 0.8 1.9
C 1.00287 -1.23032 1.35569 0.6 -1.0 -0.4
O 0.84815 -0.03745 2.13192 -1.0 0.3 -0.6
C -0.35516 0.50906 2.21516 3.0 0.2 1.2
O -1.38065 -0.04017 1.83417 -2.3 -0.1 -1.3
O -0.33483 1.63401 2.85720 -1.7 0.1 0.2
C 0.87488 2.19220 3.41324 1.3 -0.3 -0.9
H 0.06482 -1.67668 1.04304 -0.1 0.1 0.4
H 1.59863 -1.91023 1.96084 -0.2 0.0 0.1
H 1.56583 -1.05386 0.43918 0.0 0.5 0.2
H 0.68698 2.97922 4.13418 -0.7 -0.2 0.0
H 1.41314 2.61031 2.56218 0.1 0.1 0.2
H 1.48716 1.39601 3.82961 -0.1 0.1 0.2
C -0.69722 -0.72840 -5.22985 0.7 -0.2 -0.2
Cl 0.99744 -0.87416 -5.79763 -0.4 0.1 0.0
Cl -1.45126 -2.33494 -5.24697 -0.1 0.4 -0.1
Cl -1.56906 0.49440 -6.17164 0.1 -0.5 0.3
H -0.61897 -0.41739 -4.19604 -0.3 0.1 -0.1



No. 2
21
Properties=species:S:1:pos:R:3:forces:R:3 method="wB97M-V/def2-TZVPD" orbital_gap_ev=11.37 smiles="C[C@@H](Cl)[C@H](Cl)NS(=O)(=O)F.ClC(Cl)Cl" lumo_ha=0.0141 multiplicity=1
C 0.04132 -0.63532 -0.64102 0.1 -0.1 0.0
C 1.18850 0.32361 -0.91984 -0.1 -0.5 0.4
Cl 0.59678 1.77610 -1.76899 0.0 0.1 0.0
C 1.98938 0.72607 0.33066 -0.1 -0.2 -0.2
Cl 3.04229 -0.66498 0.73319 0.1 0.0 0.1
N 1.15599 1.02153 1.49429 0.1 0.4 -0.4
S 1.25558 2.53107 2.13963 -0.1 -0.1 0.8
O 2.55295 2.82230 2.64151 -0.1 0.0 -0.2
O 0.09841 2.75727 2.92968 0.3 -0.1 -0.2
F 1.10963 3.32203 0.81734 -0.1 0.2 -0.1
H -0.64925 -0.60431 -1.47686 -0.1 -0.1 0.0
H -0.49403 -0.39642 0.27278 -0.1 0.2 0.0
H 0.41452 -1.65365 -0.54347 0.1 0.0 0.0
H 1.89470 -0.17240 -1.57807 0.1 0.2 -0.2
H 2.64545 1.55708 0.09009 0.0 0.0 0.1
H 1.27594 0.34364 2.23674 -0.2 -0.1 0.1
Cl -3.34297 -1.82166 0.16559 0.0 0.0 0.0
C -3.69081 -2.69717 -1.32615 0.0 0.1 0.0
Cl -4.54281 -1.66529 -2.47317 0.0 0.0 0.0
Cl -2.20887 -3.33677 -2.04113 0.0 0.0 0.0
H -4.33270 -3.53274 -1.08281 0.0 0.0 0.0



No. 3
14
Properties=species:S:1:pos:R:3:forces:R:3 method="wB97M-V/def2-TZVPD" orbital_gap_ev="7.41 / 8.30" lumo_ha="0.0050 / 0.0045" e_above_lowest_kj_mol=445.7 multiplicity=1
C -1.30229 -1.52614 0.37332 -1.8 -2.5 -1.5
C 0.00097 0.19731 1.30740 -2.3 -0.3 0.2
C -0.86360 0.48400 -1.94485 -1.2 -0.9 -0.5
C -0.11699 -0.88034 0.28243 0.8 0.8 0.0
N -2.25558 -2.18570 0.28932 -0.1 0.3 0.4
N 1.03374 -1.38120 -0.29210 -1.1 -0.1 1.5
Cl 0.49086 -0.19904 -2.65717 0.2 0.5 -1.3
H -0.19959 1.19135 0.94608 0.2 0.5 -0.2
H 0.95633 0.06949 1.64947 2.6 0.5 1.4
H -0.72158 0.02480 2.16040 0.9 0.1 -0.9
H -0.71336 1.10127 -1.10737 0.1 0.8 0.4
H -1.85447 0.28068 -2.39903 1.0 0.1 0.5
H 1.76887 -0.71887 -0.09919 0.6 -0.7 -0.9
H 1.02450 -2.08104 -1.04393 0.2 0.9 0.8



No. 4
14
Properties=species:S:1:pos:R:3:forces:R:3 method="wB97M-V/def2-TZVPD" orbital_gap_ev="7.48 / 10.51" lumo_ha="0.0328 / 0.0009" e_above_lowest_kj_mol=0.0 multiplicity=3
C -0.56376 -1.45220 1.03877 -2.3 -2.0 -1.3
C -0.83923 -1.66567 -0.40945 0.2 -1.1 -1.8
C 0.87845 -0.24856 0.06028 1.2 0.0 0.9
C 0.28566 2.73058 0.20369 -1.5 -0.8 0.9
N 0.43411 -0.66095 1.22502 1.0 1.0 2.0
N 0.26538 -0.85134 -0.95646 -1.7 -1.1 -2.1
Cl 2.43534 0.45662 -0.11703 -0.1 -0.2 -0.1
H -1.32910 -1.91593 1.65509 0.8 0.5 1.1
H -0.85261 -2.74951 -0.88233 0.5 1.6 1.3
H -1.84714 -1.34000 -0.71987 0.2 0.5 0.1
H -0.34401 3.53491 -0.11564 -0.4 0.0 0.1
H 1.29612 2.74871 0.06313 2.4 0.7 -0.7
H 0.05580 1.85784 0.82168 -0.9 0.7 -0.2
H 0.12501 -0.44451 -1.86688 0.4 0.2 0.0



No. 5
15
Properties=species:S:1:pos:R:3:forces:R:3 method="wB97M-V/def2-TZVPD" orbital_gap_ev=10.14 charge=+1 smiles=Cn1nc[nH+]c1CCl lumo_ha=-0.1789 e_above_lowest_kj_mol=104.5 multiplicity=1
C -0.11372 1.29609 1.89388 -1.4 -3.0 -1.5
N -0.01293 0.67506 0.41091 -0.1 -2.4 -1.1
N 0.59508 1.58811 -0.35352 -0.8 0.5 -0.5
C 0.60381 1.15969 -1.55436 0.0 -2.8 -0.4
N 0.14014 -0.18584 -1.63369 0.3 1.8 0.3
C -0.30983 -0.49044 -0.41470 1.6 2.2 1.9
C -0.67024 -1.86216 0.02110 1.9 -0.5 0.4
Cl 0.92976 -2.94109 -0.33532 -1.9 1.3 0.6
H 0.53299 0.67924 2.55247 -0.9 0.1 -0.2
H -1.25590 1.27718 2.06702 2.2 0.6 0.3
H 0.44068 2.18072 1.65878 -0.6 0.9 0.4
H 0.96706 1.62663 -2.41383 0.6 0.8 -0.9
H 0.36062 -0.84379 -2.41680 -0.7 0.8 1.0
H -1.41310 -2.37173 -0.60612 0.0 0.4 0.7
H -0.79444 -1.78766 1.12419 -0.3 -0.8 -0.9



No. 6
15
Properties=species:S:1:pos:R:3:forces:R:3 method="wB97M-V/def2-TZVPD" orbital_gap_ev="7.66 / 7.66" charge=+1 smiles="[H]/N=C1/CC=C[N@H+](Cl)N1" lumo_ha="-0.2604 / -0.2603" e_above_lowest_kj_mol=384.8 multiplicity=1
H -1.51660 2.59873 -0.47173 -1.0 -0.9 0.4
N -1.82428 1.71885 0.03426 1.8 1.9 -0.9
C -0.83205 0.94840 0.08646 -0.4 -1.4 0.7
C -1.04264 -0.34628 0.90786 -2.1 2.1 0.6
C -0.13209 -1.39335 0.59719 0.1 -2.2 -0.5
C 0.83054 -1.30405 -0.29671 0.2 -2.1 0.4
N 1.21804 -0.04535 -0.73391 1.5 4.1 -0.9
Cl 2.94714 0.12296 0.43914 -1.0 0.4 -1.1
N 0.40682 1.09526 -0.66384 -2.1 -2.4 2.7
H -2.08723 -0.67951 0.58790 1.2 0.3 0.7
H -1.12859 -0.09204 2.01802 0.2 -0.3 -1.4
H -0.32479 -2.40914 0.93605 -0.1 0.2 0.3
H 1.50090 -2.18393 -0.52355 -0.7 1.6 -0.1
H 1.58536 0.03789 -1.67548 1.0 -0.7 -0.1
H 0.39948 1.93156 -1.24166 1.3 -0.6 -0.7



No. 7
15
Properties=species:S:1:pos:R:3:forces:R:3 method="wB97M-V/def2-TZVPD" orbital_gap_ev=9.41 charge=+1 lumo_ha=-0.1808 e_above_lowest_kj_mol=45.8 multiplicity=1
C 0.78551 0.40073 -0.86541 -0.1 0.5 -0.2
C -0.39374 -0.44729 1.90089 1.1 -2.5 -1.3
C 2.01300 1.90883 -2.43542 2.7 2.6 1.3
C -2.25240 -1.88210 1.31692 -0.7 -2.0 3.5
N 1.26985 1.33846 -1.38884 -1.2 -1.9 0.1
O 0.22608 -0.43854 -0.22681 0.3 0.1 -0.9
O -1.60384 -0.66816 1.69877 0.0 1.3 1.8
Cl 0.11648 0.97295 2.48285 0.1 1.3 0.6
H 0.44354 -1.15875 1.61360 -1.5 0.3 1.1
H 1.82741 2.99148 -2.28832 0.3 -0.4 -0.6
H 3.09220 1.75827 -2.14173 -0.9 0.2 -0.6
H 1.90835 1.68161 -3.48009 -0.9 -0.9 -0.1
H -2.74970 -1.57009 0.50067 -1.4 0.3 -3.4
H -1.56355 -2.71443 1.26004 0.1 0.0 -0.4
H -3.11918 -2.17296 2.05287 2.0 1.0 -0.8



No. 8
18
Properties=species:S:1:pos:R:3:forces:R:3 method="wB97M-V/def2-TZVPD" orbital_gap_ev="10.76 / 5.66" charge=+2 lumo_ha="-0.3239 / -0.4919" multiplicity=4
Pd -32.07932 -28.38481 18.66942 -0.1 -0.1 -0.2
Cl -32.54762 -28.14497 14.84554 1.3 0.2 1.5
O -32.60807 -27.90464 16.26756 -0.6 0.1 -0.4
O -32.47446 -29.53244 14.58277 -0.5 -0.5 -0.5
O -33.69070 -27.62255 14.11245 -0.2 -0.2 0.2
O -31.40155 -27.47561 14.33162 0.0 0.3 -0.5
C -28.90828 -22.61810 14.50461 1.4 -1.0 0.3
C -29.78976 -23.23726 13.46115 -0.8 1.9 0.1
C -29.84156 -24.77601 13.66449 2.3 -2.4 0.6
C -28.61928 -25.41285 13.22545 -3.0 1.3 0.9
N -27.70503 -26.00281 12.84275 2.0 -1.1 -0.7
H -29.23040 -22.68497 15.54378 -0.5 0.2 -0.1
H -28.81461 -21.56423 14.24256 -0.2 0.5 -0.1
H -27.91100 -23.05769 14.52202 0.2 0.0 -0.3
H -29.50236 -23.20403 12.41025 0.0 0.7 0.0
H -30.77927 -22.81980 13.64744 -0.2 -0.2 -0.7
H -30.61620 -25.08537 12.96282 -0.5 0.0 -0.2
H -29.95863 -25.06591 14.70868 -0.5 0.2 0.0



No. 9
16
Properties=species:S:1:pos:R:3:forces:R:3 method="wB97M-V/def2-TZVPD" orbital_gap_ev="6.63 / 6.82" lumo_ha="0.0183 / -0.0763" e_above_lowest_kj_mol=283.1 multiplicity=3
C 0.36938 0.34803 0.49430 1.1 -2.0 2.0
C -0.84153 1.15172 0.90116 0.3 -0.3 -2.6
C -0.06967 -1.04201 0.01273 -2.4 0.8 0.0
C 0.23209 -0.44787 -2.80045 2.5 0.6 -4.1
O -0.33831 2.35066 -1.46664 1.1 0.1 -0.9
O -2.06808 0.45471 -1.21609 -1.0 3.1 -0.1
S -1.50363 1.91631 -0.73637 -1.7 -1.9 2.2
S -0.85451 -0.97718 -1.69611 -2.0 -4.0 3.8
Cl 1.84728 0.02761 -2.67143 0.3 0.0 0.5
H 0.96379 0.84128 -0.26647 0.3 0.1 0.2
H 1.02921 -0.00139 1.40180 -0.9 1.4 -1.4
H -1.56578 0.42879 1.19722 -1.0 0.1 0.6
H -0.69157 1.93669 1.56988 0.4 1.2 1.2
H 0.69674 -1.69078 -0.23000 2.0 -1.2 0.1
H -0.76772 -1.58449 0.81628 1.1 1.2 -2.2
H 0.08275 -1.04083 -3.73992 0.1 0.9 0.7



No. 10
14
Properties=species:S:1:pos:R:3:forces:R:3 method="wB97M-V/def2-TZVPD" orbital_gap_ev="7.81 / 6.76" lumo_ha="0.0219 / 0.0035" e_above_lowest_kj_mol=403.0 multiplicity=1
C -0.33792 1.94391 0.25361 -0.6 -4.0 1.5
C 0.47073 3.08116 -0.05214 -0.7 1.2 0.4
C 0.39206 -1.87340 1.47688 0.8 2.5 -2.0
C 1.88534 0.08716 0.39229 -0.5 0.1 2.0
O -1.36011 1.35739 0.06682 1.1 1.8 -0.2
S 1.41127 -1.54792 -0.02850 0.0 1.1 0.9
Cl 2.68112 1.01853 -0.75497 1.2 0.0 -1.2
H -0.27067 3.79289 -0.41386 0.6 0.7 -1.0
H 0.88796 3.54194 0.87983 0.0 -0.8 -0.8
H 1.24195 2.62480 -0.71446 -0.6 1.3 0.2
H -0.21161 -1.01218 1.71899 -0.1 0.2 0.0
H 1.01065 -2.16126 2.24154 1.3 -0.8 1.9
H -0.17960 -2.62402 1.10021 -2.0 -2.4 -0.4
H 2.16623 0.41711 1.43903 -0.5 -0.9 -1.3



No. 11
13
Properties=species:S:1:pos:R:3:forces:R:3 method="wB97M-V/def2-TZVPD" orbital_gap_ev=9.51 smiles="C=C(Cl)[C@@H](C)S" lumo_ha=0.0202 e_above_lowest_kj_mol=253.9 multiplicity=1
C -2.00789 0.61478 -0.90107 -1.5 4.3 -3.4
C -1.12096 -0.18684 -0.45097 4.2 -1.7 1.1
Cl -1.23394 -1.95472 -0.08245 -0.9 1.4 0.0
C 0.37377 0.20383 -0.19303 1.3 -1.7 1.2
C 0.75752 -0.14784 1.34006 0.5 0.6 2.5
S 1.46491 -1.07077 -1.10571 2.3 2.9 0.0
H -1.55911 1.59423 -1.53334 -1.2 -2.4 2.4
H -3.09849 0.52395 -1.02114 0.8 -0.5 0.1
H 0.88509 1.19248 -0.48206 -2.0 -1.2 0.3
H -0.05493 0.00916 2.27787 1.7 -0.6 -3.0
H 1.59758 0.54659 1.68719 -1.0 -0.6 -0.7
H 1.29099 -1.17880 1.42865 -1.6 1.7 -0.2
H 2.70546 -0.14605 -0.96401 -2.6 -2.1 -0.4



No. 12
13
Properties=species:S:1:pos:R:3:forces:R:3 method="wB97M-V/def2-TZVPD" orbital_gap_ev=6.38 lumo_ha=-0.0960 e_above_lowest_kj_mol=637.2 multiplicity=1
C 0.88733 -0.35795 0.43515 -3.0 -4.2 0.4
C -0.05370 0.76996 0.21614 -0.9 2.7 -1.8
C 0.10526 2.01910 -0.30509 2.9 -1.6 1.7
C -1.46702 0.56845 0.56750 -0.7 -0.3 -3.0
H 2.65467 -1.96450 1.45945 0.7 1.9 -2.6
H -0.02364 -1.22619 -0.04324 3.4 1.7 0.9
H 1.10134 -0.92737 1.46846 -1.5 2.5 -1.9
H -0.69327 2.81484 -0.34257 1.4 -1.1 -0.3
H 1.22732 2.10735 -0.26704 -1.1 1.6 -0.9
H -1.28399 0.43109 1.53707 -1.1 -1.4 4.5
H -2.04514 1.47286 0.39165 -0.1 -0.4 0.0
S 2.55596 -0.41497 -0.28099 -0.2 -2.1 2.4
Cl -2.27435 -0.82740 -0.30530 0.1 0.6 0.7



Number 1: energy -88907.5633 eV. Number 2: energy -86011.3575 eV. Number 3: energy -19760.1141 eV. Number 4: energy -19759.6928 eV. Number 5: energy -21245.7877 eV. Number 6: energy -21242.8827 eV. Number 7: energy -22359.4939 eV. Number 8: energy -29909.0788 eV. Number 9: energy -42543.2216 eV. Number 10: energy -29662.3815 eV. Number 11: energy -27616.0782 eV. Number 12: energy -27612.1053 eV.